No. 1
Formula: C7H4BrClN2O2
Source: OMol25
Level of theory: ωB97M-V/def2-TZVPD

```
! RIJCOSX wB97M-V def2-TZVPD def2/J DEFGRID3
* xyz 0 1
C 0.38001 1.26860 0.09991
C 1.49630 0.57957 -0.25316
C -1.04307 0.71260 0.29624
C 0.56640 -1.60988 -0.47595
C 1.66051 -0.84162 -0.45950
C -1.85021 0.22373 -0.66994
C -1.77109 -0.07217 -2.04444
N -1.89768 -0.42101 -3.13326
N -0.06294 -2.66700 -0.17302
O -0.55899 -3.35211 -1.29495
O -0.25590 -3.13873 0.91586
Cl 3.29678 -1.42505 -0.66168
Br -3.63538 -0.29562 -0.10500
H 0.45358 2.28003 0.29018
H 2.37043 1.23619 -0.21777
H -1.46215 1.09314 1.24272
H -1.12306 -4.18170 -0.87058
*
```

LUMO level = -0.99 eV
SMILES = N#C/C(Br)=C\C=C/C(Cl)=C=[N+]([O-])O
ΔE to the lowest compared entry with this formula, charge and spin = 0.071 eV

***

No. 2
Formula: C48H56F14N15O28S14
Source: OMol25
Level of theory: ωB97M-V/def2-TZVPD

```
! RIJCOSX wB97M-V def2-TZVPD def2/J DEFGRID3
* xyz 1 1
C -1.35652 -0.93579 -9.19435
N -0.72092 -2.20289 -8.79337
C -0.12238 -2.18696 -7.57800
C 0.51998 -3.33224 -7.15294
C 0.45745 -4.54861 -7.85195
C -0.07463 -4.43307 -9.14023
C -0.64221 -3.26594 -9.60504
C 1.02519 -5.76776 -7.27898
C 2.16363 -5.73967 -6.47472
C 2.67785 -6.84669 -5.84480
N 2.01782 -8.00709 -5.86518
C 0.87486 -8.12621 -6.56641
C 0.41692 -7.04246 -7.31063
C 2.45060 -9.10429 -5.01415
H -0.56832 -0.24923 -9.50340
H -1.78672 -0.54358 -8.27536
H -2.12488 -1.10480 -9.94221
H 0.02085 -1.22897 -7.09174
H 0.93873 -3.37656 -6.15396
H 0.00166 -5.31523 -9.76357
H -1.10446 -3.12743 -10.57074
H 2.76025 -4.84035 -6.39100
H 3.55083 -6.70063 -5.22611
H 0.33472 -9.05198 -6.44437
H -0.51056 -7.11428 -7.86384
H 3.47405 -8.90998 -4.69844
H 2.54262 -10.03984 -5.56302
H 1.77758 -9.13675 -4.15936
C -3.54926 -1.33714 -1.37734
N -4.77266 -0.51922 -1.44272
C -4.82858 0.51243 -2.30147
C -5.96097 1.27439 -2.43245
C -6.99953 1.02517 -1.51596
C -6.91703 -0.05103 -0.63818
C -5.75827 -0.78957 -0.57986
C -8.13415 1.97570 -1.41873
C -7.91714 3.35711 -1.47801
C -8.97869 4.21188 -1.36780
N -10.23740 3.77915 -1.18347
C -10.50494 2.45267 -1.17268
C -9.45949 1.55205 -1.23230
C -11.39312 4.72521 -1.13984
H -2.99328 -0.98159 -0.50659
H -2.86224 -1.20711 -2.20560
H -3.85326 -2.36684 -1.22508
H -3.89802 0.70309 -2.81697
H -6.09827 2.08080 -3.13901
H -7.67154 -0.21651 0.11799
H -5.63924 -1.67458 0.02653
H -6.89989 3.72270 -1.57738
H -8.80676 5.27326 -1.25131
H -11.50335 2.05501 -1.06952
H -9.65454 0.49367 -1.12876
H -10.99859 5.73013 -1.25907
H -11.88419 4.49207 -0.20168
H -11.93871 4.53301 -2.06169
C 4.55520 3.63609 7.75402
N 4.79570 2.18116 7.97198
C 4.41082 1.58390 9.10368
C 4.56539 0.19436 9.24757
C 5.30146 -0.49771 8.27707
C 5.74712 0.19040 7.16427
C 5.41271 1.50289 6.97694
C 5.55191 -1.94417 8.40035
C 4.56564 -2.91310 8.25940
C 4.85504 -4.24440 8.41062
N 6.07822 -4.64521 8.79200
C 7.04217 -3.73642 9.00352
C 6.85573 -2.37734 8.73332
C 6.32465 -6.06139 9.16651
H 5.28501 3.90127 6.98991
H 4.67456 4.22334 8.65793
H 3.61651 3.84305 7.23981
H 4.02592 2.21461 9.89155
H 4.32737 -0.37035 10.13742
H 6.18496 -0.24499 6.27270
H 5.78459 2.08622 6.14325
H 3.53089 -2.63791 8.10581
H 4.09132 -5.00759 8.36425
H 7.97534 -4.14405 9.36472
H 7.67893 -1.71919 8.96795
H 5.70671 -6.64969 8.49221
H 5.99718 -6.20817 10.19252
H 7.37820 -6.25215 8.99279
C 0.88668 3.14951 5.14146
N 0.71159 2.72516 3.71291
C 1.74560 2.17742 3.00475
C 1.57275 1.62500 1.77552
C 0.33352 1.68331 1.11041
C -0.66806 2.32215 1.84223
C -0.47224 2.80130 3.12466
C 0.14020 0.92220 -0.13755
C 0.65650 -0.34158 -0.37146
C 0.56839 -0.86842 -1.66383
N -0.07285 -0.20800 -2.65426
C -0.59683 1.01459 -2.42877
C -0.43326 1.61453 -1.21644
C -0.16039 -0.82306 -3.99422
H 1.56008 2.52714 5.71645
H -0.11030 3.09084 5.57846
H 1.04542 4.22198 5.02708
H 2.65591 2.09538 3.57708
H 2.43875 1.16605 1.31005
H -1.70289 2.29605 1.53171
H -1.25671 3.28679 3.67952
H 1.13076 -0.88318 0.43455
H 0.92584 -1.86591 -1.87798
H -1.01910 1.51128 -3.29428
H -0.70379 2.65274 -1.08299
H 0.77195 -1.37446 -4.11058
H -0.15720 -0.03343 -4.74298
H -0.98305 -1.52893 -4.08096
N -3.45584 1.95055 3.15950
S -4.55314 1.70706 2.09237
O -4.85005 2.76269 1.16682
O -5.66147 0.86935 2.45127
F -3.66262 0.67810 1.16529
S -4.03944 3.29766 3.91289
O -5.33744 3.23247 4.49160
O -3.54910 4.55186 3.38474
F -3.07920 3.16553 5.19779
N 1.10628 0.68113 -7.83012
S 2.54589 0.61620 -7.31790
O 2.77024 -0.16385 -6.13792
O 3.45569 1.70404 -7.58524
F 3.03961 -0.45838 -8.42109
S 0.58580 2.05619 -6.96996
O 0.32279 3.20768 -7.78521
O 1.10057 2.25961 -5.63526
F -0.84088 1.42676 -6.61685
N 6.39424 -1.22992 -0.11131
S 4.76311 -1.49978 -0.00861
O 4.34568 -2.48660 0.93418
O 3.94815 -1.33594 -1.17863
F 4.35507 -0.10762 0.70416
S 6.74298 -2.35955 -1.08055
O 6.26886 -2.37734 -2.45643
O 7.08248 -3.61684 -0.42657
F 8.25839 -1.79358 -1.41221
N -0.14308 -4.03165 -3.51863
S -1.35894 -4.39806 -2.45784
O -1.31558 -3.72104 -1.20615
O -2.05890 -5.61766 -2.70795
F -2.41202 -3.33813 -3.18914
S 0.86961 -5.07251 -3.02274
O 0.63879 -6.43113 -3.49492
O 1.47888 -4.84300 -1.76688
F 2.09141 -4.53522 -3.93413
N -3.20245 2.68674 -3.87228
S -3.40423 4.00686 -2.92245
O -4.79637 4.22995 -2.57208
O -2.51829 5.10415 -3.15194
F -2.97896 3.34169 -1.53840
S -3.30463 3.36059 -5.24623
O -2.09560 3.89459 -5.83285
O -4.54079 3.98243 -5.62400
F -3.42271 1.96268 -6.07904
N -1.89598 6.77008 7.88923
S -1.83077 5.20665 7.29923
O -1.95572 4.18585 8.32233
O -1.15645 4.92717 6.04673
F -3.33890 5.35877 6.72506
S -0.65048 7.31014 7.23905
O -0.82157 7.67788 5.85309
O 0.63569 6.74869 7.64474
F -0.53130 8.73545 7.98591
N 4.68286 3.13636 4.32785
S 5.33668 2.54848 3.08404
O 6.75295 2.32985 3.10261
O 4.74672 2.74406 1.78173
F 4.85286 1.03075 3.45181
S 4.75955 4.72593 4.02903
O 3.54563 5.43906 4.29709
O 5.58194 5.26256 2.99008
F 5.69609 5.15698 5.29354
*
```

LUMO level = -5.01 eV
ΔE to the lowest compared entry with this formula, charge and spin = 0.000 eV

***

No. 3
Formula: C7H7FNO
Source: OMol25
Level of theory: ωB97M-V/def2-TZVPD

```
! RIJCOSX wB97M-V def2-TZVPD def2/J DEFGRID3
* xyz -1 1
C -0.98805 -1.89411 0.71326
C -1.85537 -1.16838 -0.12619
C 0.17724 -1.31097 1.14874
C -1.54697 0.09694 -0.51326
C 0.54558 -0.03099 0.74012
C -0.35027 0.74695 -0.07244
C -0.04544 2.01983 -0.44314
N 2.33764 0.67685 -1.35279
O 2.00960 -0.31181 -0.78437
F 3.59607 1.34816 -0.55162
H -1.26118 -2.89417 1.02885
H -2.78454 -1.62682 -0.45234
H 0.83711 -1.85925 1.81111
H -2.22364 0.66388 -1.14324
H 1.34649 0.47904 1.25557
H -0.63910 2.55559 -1.16670
H 0.84482 2.50925 -0.09155
*
```

LUMO level (spin up / spin down) = 3.93 / 3.77 eV
ΔE to the lowest compared entry with this formula, charge and spin = 0.000 eV

***

No. 4
Formula: C31H23F12N6O2Re
Source: OMol25
Level of theory: ωB97M-V/def2-TZVPD

```
! RIJCOSX wB97M-V def2-TZVPD def2/J DEFGRID3
* xyz 1 4
Re -0.83186 1.28476 -1.27297
C 2.64926 -1.28809 -6.82513
C 1.91664 -1.03555 -5.53930
C 1.37988 -2.07381 -4.78995
C 0.71533 -1.82046 -3.60700
C 0.56368 -0.52218 -3.11793
N -0.09205 -0.35910 -1.85908
C -0.18107 -1.43211 -0.90978
C 0.97051 -2.19130 -0.70733
C 0.97827 -3.28249 0.13775
C -0.17840 -3.65649 0.80982
C -0.21529 -4.85442 1.71334
C -1.30293 -2.85782 0.65353
C -1.32948 -1.72005 -0.15217
C -2.59677 -0.85234 -0.13569
O -2.44846 0.39880 -0.72871
C -3.73616 -1.55944 -0.91027
F -3.28345 -1.89963 -2.12477
F -4.79190 -0.76679 -1.06984
F -4.13818 -2.67414 -0.28555
C -3.01667 -0.50375 1.32253
F -3.31936 -1.54705 2.09446
F -4.06527 0.31900 1.32815
F -1.98908 0.15207 1.91416
C 1.00818 0.55252 -3.91392
C 1.69337 0.25774 -5.09038
C 0.58579 1.99986 -3.65033
O 0.46274 2.31852 -2.30369
C -0.81984 2.18374 -4.28536
F -1.25148 3.43105 -4.28028
F -0.96416 1.66784 -5.48494
F -1.71406 1.47383 -3.44933
C 1.55361 3.06658 -4.23202
F 2.81550 2.76087 -3.92784
F 1.28575 4.26750 -3.72561
F 1.44380 3.16060 -5.56864
H 3.11745 -2.27099 -6.82367
H 1.96486 -1.24897 -7.67382
H 3.42406 -0.54083 -6.99017
H 1.47830 -3.09663 -5.12972
H 0.30442 -2.64704 -3.04791
H 1.86524 -1.93889 -1.26029
H 1.88837 -3.85472 0.25956
H 0.62553 -5.51834 1.52254
H -0.17036 -4.55101 2.76037
H -1.13598 -5.42014 1.57506
H -2.19647 -3.13862 1.19132
H 2.05397 1.06556 -5.70931
C -1.32974 3.20143 1.44079
C -0.05829 2.43557 1.37985
N 0.29025 1.61445 0.39149
C 1.52219 1.06846 0.70679
C 1.90694 1.56887 1.90046
N 0.90433 2.42518 2.31060
C 0.90360 3.15450 3.58590
N 1.20979 2.27603 4.65797
N 2.48036 2.24102 5.15581
N 2.56535 1.32765 6.03083
C 1.33670 0.70195 6.14222
C 0.93044 -0.35567 6.96050
C -0.37140 -0.77643 6.83044
C -1.25480 -0.16822 5.91225
C -0.86797 0.87727 5.10456
C 0.45501 1.30115 5.25052
H -1.97219 2.95542 0.59015
H -1.15377 4.27697 1.42364
H -1.90163 2.94716 2.33347
H 2.01134 0.36484 0.05978
H 2.78192 1.39781 2.50201
H -0.08233 3.59892 3.71596
H 1.66202 3.93580 3.56168
H 1.61584 -0.81275 7.65910
H -0.73382 -1.59006 7.44244
H -2.26920 -0.53696 5.84439
H -1.55670 1.33198 4.40652
*
```

Expectation value of S² = 3.767
LUMO level (spin up / spin down) = -3.68 / -4.35 eV

***

No. 5
Formula: C3H9N2O3
Source: OMol25
Level of theory: ωB97M-V/def2-TZVPD

```
! RIJCOSX wB97M-V def2-TZVPD def2/J DEFGRID3
* xyz 1 1
C -2.22643 0.61034 0.40793
C 1.42258 -1.59176 -0.02828
C 0.70458 0.70684 -0.46016
N -1.03808 0.58319 0.84913
N 1.43487 -0.17327 0.29480
O -2.57622 0.65467 -0.82773
O 0.28179 0.28438 -1.62358
O 0.75443 2.01734 -0.24712
H -3.11456 0.64825 1.09548
H 1.61289 -2.34280 0.71186
H 0.50828 -1.93573 -0.53699
H 2.22319 -1.82322 -0.75653
H -1.02774 0.48958 1.81904
H -1.83425 0.56638 -1.34271
H 1.75900 0.05860 1.17807
H 0.15519 1.01162 -2.26614
H 1.10766 2.43704 0.57664
*
```

LUMO level = -3.28 eV
ΔE to the lowest compared entry with this formula, charge and spin = 2.170 eV

***

No. 6
Formula: C40H36As2MgN6O2S
Source: OMol25
Level of theory: ωB97M-V/def2-TZVPD

```
! RIJCOSX wB97M-V def2-TZVPD def2/J DEFGRID3
* xyz 2 1
Mg -0.69677 0.70766 0.88880
C -3.68043 -1.03921 3.98821
O -3.85776 -1.38856 2.60087
C -3.00191 -0.91629 1.73332
O -2.02521 -0.21210 2.01230
N -3.26666 -1.29115 0.47522
N -2.27776 -1.04235 -0.47788
H -4.40719 -1.63777 4.52522
H -3.88446 0.01876 4.13953
H -2.67256 -1.27779 4.31989
H -4.00830 -1.95607 0.31165
H -2.70901 -0.73616 -1.34274
H -1.75635 -1.88985 -0.68200
C 2.55975 -0.14632 -1.17194
C 1.65064 0.06546 -2.38381
As 0.21547 -1.29546 -2.50551
C 1.11396 -2.55052 -3.69804
C 1.61964 -2.15057 -4.93206
C 2.31894 -3.04643 -5.72395
C 2.51823 -4.34985 -5.28630
C 1.99679 -4.76243 -4.06931
C 1.29456 -3.86487 -3.27688
C -0.97072 -0.36283 -3.76060
C -1.62052 -1.07121 -4.76981
C -2.51127 -0.43600 -5.62345
C -2.77909 0.91715 -5.46973
C -2.16711 1.62623 -4.44598
C -1.27513 0.98733 -3.59496
As 1.59559 -0.34529 0.53490
C 1.38007 -2.24672 0.84059
C 2.21385 -3.20722 0.28031
C 2.10253 -4.53560 0.66342
C 1.15866 -4.91508 1.60724
C 0.31786 -3.96365 2.16716
C 0.43279 -2.63469 1.78721
C 3.08470 0.01421 1.74312
C 3.77655 1.21747 1.61287
C 4.88492 1.47565 2.40285
C 5.30041 0.53934 3.34024
C 4.59109 -0.64161 3.50147
C 3.48385 -0.90616 2.70720
H 3.23278 0.70158 -1.04938
H 3.18474 -1.03107 -1.29744
H 2.23440 0.03795 -3.30326
H 1.18593 1.05035 -2.32289
H 1.45603 -1.13633 -5.28063
H 2.70798 -2.72894 -6.68227
H 3.07740 -5.04386 -5.89963
H 2.13587 -5.78399 -3.74051
H 0.88389 -4.18773 -2.32669
H -1.40643 -2.12600 -4.90298
H -2.99114 -1.00341 -6.40981
H -3.45707 1.41696 -6.14857
H -2.37145 2.68188 -4.31580
H -0.79745 1.56720 -2.81124
H 2.95884 -2.93168 -0.45577
H 2.76490 -5.27405 0.23111
H 1.08142 -5.94983 1.91311
H -0.41455 -4.25456 2.90911
H -0.20299 -1.88498 2.24518
H 3.44476 1.95920 0.89335
H 5.43156 2.40156 2.28220
H 6.18038 0.72862 3.94021
H 4.90629 -1.36700 4.23968
H 2.93747 -1.83116 2.83926
S -3.01171 7.16562 3.84586
N -1.73568 6.26864 4.22464
C -1.70598 5.25476 3.38047
C -0.76060 4.16780 3.38838
C 0.26292 4.04461 4.33407
C 1.04403 2.91160 4.32492
C 0.80113 1.93528 3.36341
N -0.12814 2.06371 2.42386
C -0.91177 3.15972 2.42540
C -1.93485 3.25448 1.38705
N -1.92011 2.33216 0.40040
C -2.84358 2.40279 -0.55414
C -3.86182 3.34903 -0.56113
C -3.88501 4.30385 0.43048
C -2.88862 4.28390 1.41042
C -2.77529 5.28561 2.43917
N -3.57973 6.31865 2.60680
H 0.40773 4.83471 5.05911
H 1.82857 2.76755 5.05387
H 1.37888 1.02071 3.35246
H -2.74020 1.70078 -1.36991
H -4.60814 3.33357 -1.34250
H -4.63821 5.08032 0.46189
*
```

LUMO level = -5.73 eV
ΔE to the lowest compared entry with this formula, charge and spin = 0.256 eV

***

No. 7
Formula: C6H15NOSi
Source: OMol25
Level of theory: ωB97M-V/def2-TZVPD

```
! RIJCOSX wB97M-V def2-TZVPD def2/J DEFGRID3
* xyz 0 1
C -1.05939 -1.80059 -0.27947
C -0.40570 1.19218 2.90921
C 1.69030 0.79860 0.57372
C 0.99705 -1.38307 2.05391
C -0.82562 -0.22858 -0.35450
C -1.29998 -0.13667 -2.81785
N -2.19080 0.58997 -3.02418
O -3.08138 1.36244 -2.95580
Si 0.13159 0.12825 1.37399
H -1.88378 -2.11260 0.29338
H -0.01777 -2.31175 -0.02775
H -1.30446 -1.93092 -1.37383
H 0.01368 2.19929 2.98018
H -1.43395 1.16513 3.16079
H 0.01979 0.65061 3.72901
H 1.56854 1.19360 -0.42185
H 2.15677 1.54433 1.15475
H 2.32832 -0.04700 0.34834
H 0.70499 -2.28126 1.55912
H 2.00043 -1.34966 1.89596
H 0.67627 -1.62183 3.09395
H -1.72908 0.34484 -0.45201
H -0.08225 -0.11358 -1.04918
H -0.55892 -0.81365 -3.11193
*
```

LUMO level = 0.75 eV
SMILES = CC[Si](C)(C)C.C#[N+][O-]
ΔE to the lowest compared entry with this formula, charge and spin = 5.804 eV

***

No. 8
Formula: C9H14
Source: OMol25
Level of theory: ωB97M-V/def2-TZVPD

```
! RIJCOSX wB97M-V def2-TZVPD def2/J DEFGRID3
* xyz 0 1
C 1.46211 1.03989 -0.26880
C -0.40786 2.38916 2.73432
C 0.65447 2.06454 1.90479
C -1.67457 1.85241 2.50904
C 0.32540 1.39713 0.69988
C -1.95506 1.12682 1.36614
C -0.93872 0.92444 0.41053
H -0.20605 3.11288 3.51647
H 1.56434 2.64698 1.82564
H -2.48844 2.27202 3.09156
H -2.94986 0.77028 1.14412
H 2.33526 0.82599 0.34911
H 1.57541 1.84378 -0.99365
H -1.14330 0.28941 -0.43863
H 1.23864 0.10544 -0.76101
C 0.01848 -3.20212 -2.72119
C 0.66114 -2.46864 -1.51496
H 0.59708 -3.20175 -3.64678
H -0.14716 -4.24445 -2.45571
H -0.86350 -2.61100 -2.98070
H -0.04349 -2.57992 -0.69089
H 0.76319 -1.41013 -1.71153
H 1.62248 -2.94317 -1.36773
*
```

LUMO level = 1.00 eV
SMILES = Cc1ccccc1.CC
ΔE to the lowest compared entry with this formula, charge and spin = 0.838 eV

***

> Number 5 is which compound?

C3H9N2O3